1.
Formula: C3H7N3O
Source: OMol25
Level of theory: the ωB97M-V functional and the def2-TZVPD basis

Last column: Mulliken charge in e.
Positions of all 14 atoms, in Å:
C1 1.85528 0.81174 -0.51574  -0.839
N1 0.42283 0.63053 -0.52376  -0.535
C2 -0.08967 -0.36546 0.08712  0.537
N2 0.50309 -1.44581 0.68031  -0.436
C3 -1.58939 -0.30508 0.35396  0.402
O1 -2.12395 -1.10731 1.10363  -0.647
N3 -2.19518 0.71585 -0.28410  -0.355
H1 2.42084 -0.06235 -0.86644  0.252
H2 2.18076 1.03669 0.51098  0.321
H3 2.11249 1.66744 -1.14874  0.283
H4 -0.16504 -2.11720 1.04239  0.258
H5 1.36228 -1.81615 0.30207  0.222
H6 -1.57681 1.36697 -0.75130  0.281
H7 -3.11754 0.99014 0.00964  0.257

Forces on atoms 1 to 6 (eV/Å):
C 0.172 -0.047 -0.077
N -0.131 -0.160 0.361
C 0.073 0.221 -0.058
N 0.004 0.009 -0.115
C -0.172 -0.041 0.021
O 0.101 0.163 -0.281

The value obtained for the HOMO energy is -0.341 Eh. The value obtained for the orbital gap is 10.18 eV.

***

2.
Formula: C3H7N3O
Source: OMol25
Level of theory: the ωB97M-V functional and the def2-TZVPD basis

Last column: Mulliken charge in e.
Positions of all 14 atoms, in Å:
C1 0.52322 0.68440 -1.56793  -0.471
C2 -0.01164 -0.48152 0.48498  0.884
N1 -0.97197 -1.21669 1.12487  -0.552
N2 1.25490 -0.61796 0.97171  -0.401
C3 -0.71751 1.01923 -0.83428  0.137
N3 -0.22529 -0.41762 -0.92213  -0.573
O1 -0.61255 1.27319 0.49552  -0.641
H1 -1.01268 -1.10519 2.12786  0.242
H2 -1.87608 -1.15626 0.67935  0.231
H3 1.36378 -0.94599 1.91900  0.234
H4 1.92282 0.07942 0.68707  0.195
H5 0.52152 0.58838 -2.64700  0.245
H6 1.46647 1.01299 -1.14327  0.150
H7 -1.62500 1.28362 -1.37574  0.320

Forces on atoms 1 to 6 (eV/Å):
C 0.039 0.117 0.469
C -0.103 0.548 -0.004
N 0.061 -0.044 0.087
N 0.088 0.042 0.123
C -0.076 -0.674 -0.232
N -0.381 0.181 -0.539

The value obtained for the HOMO energy is -0.305 Eh. The value obtained for the orbital gap is 9.23 eV.

***

3.
Formula: C3H7N3O
Source: OMol25
Level of theory: the ωB97M-V functional and the def2-TZVPD basis

Last column: Mulliken charge in e.
Positions of all 14 atoms, in Å:
C1 -0.04667 -2.04396 -0.43268  -0.786
N1 0.19740 -1.01406 0.58316  -0.309
C2 -0.45427 0.16629 0.35660  0.867
O1 -1.16432 0.37483 -0.62864  -0.597
N2 -0.36613 1.32230 1.20036  -0.603
C3 0.02603 2.05400 -0.01820  0.040
N3 1.10859 1.55845 -0.46256  -0.625
H1 -0.59228 -1.57449 -1.25279  0.284
H2 -0.65997 -2.84114 -0.01049  0.297
H3 0.87877 -2.46862 -0.83654  0.271
H4 0.08974 -1.30560 1.54164  0.288
H5 0.43946 1.40282 1.81819  0.306
H6 -0.67954 2.80228 -0.39317  0.352
H7 1.22320 1.56689 -1.46488  0.215

Forces on atoms 1 to 6 (eV/Å):
C -0.092 -0.195 -0.001
N -0.645 0.222 0.135
C -1.717 -0.564 0.168
O -0.314 -1.113 0.218
N 0.093 0.007 -0.155
C 1.443 0.678 0.011

The value obtained for the HOMO energy is -0.354 Eh. The value obtained for the orbital gap is 10.64 eV.

***

4.
Formula: C3H7N3O
Source: OMol25
Level of theory: the ωB97M-V functional and the def2-TZVPD basis

Last column: Mulliken charge in e.
Positions of all 14 atoms, in Å:
C1 -0.83021 -0.61541 -1.05559  0.279
C2 -0.10731 -0.67491 0.16596  0.030
N1 -0.26938 0.64457 -1.63186  -0.453
N2 -0.46834 -1.41269 1.30839  -0.582
N3 0.89979 1.26344 1.23801  -0.387
C3 0.80945 0.42078 0.17085  0.011
O1 -1.54790 -1.39492 -1.65827  -0.658
H1 -0.74333 1.51055 -1.40135  0.246
H2 -0.07085 0.59549 -2.62857  0.237
H3 -1.38227 -1.84373 1.19979  0.254
H4 0.22320 -2.12153 1.53329  0.226
H5 1.59482 1.99568 1.25235  0.240
H6 0.17583 1.18958 1.94069  0.241
H7 1.71649 0.44309 -0.43370  0.316

Forces on atoms 1 to 6 (eV/Å):
C 1.965 -0.181 -0.305
C -0.481 0.733 -0.983
N -0.615 -0.353 -0.696
N -0.033 -0.010 0.489
N -0.024 -0.608 -0.565
C 0.611 -0.065 1.898

The value obtained for the HOMO energy is -0.257 Eh. The value obtained for the orbital gap is 7.67 eV.

***

5.
Formula: C3H7N3O
Source: OMol25
Level of theory: the ωB97M-V functional and the def2-TZVPD basis

Last column: Mulliken charge in e.
Positions of all 14 atoms, in Å:
C1 2.61987 0.16763 0.22912  -0.786
N1 1.23643 -0.11867 0.54914  -0.257
C2 0.25334 0.12583 -0.37384  0.608
O1 0.45762 0.45151 -1.52263  -0.547
N2 -1.03538 -0.08409 0.15625  -0.181
C3 -2.16194 0.24700 -0.52865  -0.300
N3 -3.26795 -0.25089 0.07246  -0.600
H1 2.79177 -0.07668 -0.81975  0.308
H2 3.26783 -0.45188 0.85363  0.285
H3 2.87564 1.22286 0.38560  0.275
H4 0.97622 -0.09065 1.52310  0.234
H5 -1.13426 -0.58188 1.04097  0.317
H6 -2.79986 -0.64403 -1.11025  0.273
H7 -4.07932 0.08394 -0.45514  0.373

Forces on atoms 1 to 6 (eV/Å):
C 0.175 0.012 -0.050
N -0.139 0.068 0.041
C 0.147 0.101 -0.213
O -0.036 -0.126 0.486
N -0.068 0.085 -0.117
C -0.030 -0.432 0.401

The value obtained for the HOMO energy is -0.324 Eh. The value obtained for the orbital gap is 9.68 eV.

***

6.
Formula: C3H7N3O
Source: OMol25
Level of theory: the ωB97M-V functional and the def2-TZVPD basis

Last column: Mulliken charge in e.
Positions of all 14 atoms, in Å:
C1 2.02209 0.34398 -0.63328  -1.068
C2 0.68530 -0.08222 -0.16114  0.426
N1 -1.87980 -0.42890 1.55278  -0.462
C3 0.15000 -1.11587 0.51133  -0.362
O1 -0.94378 0.61866 -1.74219  -0.400
N2 -0.52766 0.62110 -0.39105  -0.168
N3 -1.21180 -0.74113 0.41072  -0.053
H1 -1.61282 1.31435 -1.79637  0.342
H2 -1.41954 0.26180 2.14785  0.231
H3 -2.84272 -0.18251 1.35747  0.254
H4 0.50915 -1.99205 1.01968  0.394
H5 2.79002 -0.33248 -0.26440  0.299
H6 2.04885 0.35762 -1.72414  0.287
H7 2.23273 1.35765 -0.28726  0.280

Forces on atoms 1 to 6 (eV/Å):
C -0.177 -0.034 -0.277
C 0.188 -1.311 -0.270
N 0.173 -0.163 0.604
C 0.715 0.971 0.213
O 0.752 -0.102 0.148
N -2.120 -0.664 1.233

The value obtained for the HOMO energy is -0.308 Eh. The value obtained for the orbital gap is 9.34 eV.

***

7.
Formula: C3H7N3O
Source: OMol25
Level of theory: the ωB97M-V functional and the def2-TZVPD basis

Last column: Mulliken charge in e.
Positions of all 14 atoms, in Å:
C1 2.18243 0.39349 -0.02685  -0.819
N1 1.08086 -0.20441 0.70754  -0.250
C2 0.08922 -0.81573 -0.00676  0.702
O1 0.22238 -1.18676 -1.15845  -0.599
N2 -1.18036 -0.91099 0.62751  -0.448
C3 -2.04426 -0.23690 -0.30083  0.007
N3 -2.16576 1.01544 -0.19491  -0.609
H1 2.16946 -0.03882 -1.02737  0.340
H2 3.14178 0.18362 0.45036  0.248
H3 2.05352 1.47961 -0.11750  0.278
H4 0.83994 0.21749 1.59065  0.231
H5 -1.22117 -0.40712 1.51023  0.306
H6 -2.45623 -0.87452 -1.08466  0.359
H7 -2.71181 1.38560 -0.96896  0.255

Forces on atoms 1 to 6 (eV/Å):
C 0.218 0.027 -0.091
N -0.131 -0.077 0.026
C 0.196 -0.025 -0.196
O 0.005 0.004 0.372
N 0.097 0.114 0.037
C -0.113 0.319 -0.065

The value obtained for the HOMO energy is -0.363 Eh. The value obtained for the orbital gap is 10.85 eV.

***

8.
Formula: C3H7N3O
Source: OMol25
Level of theory: the ωB97M-V functional and the def2-TZVPD basis

Last column: Mulliken charge in e.
Positions of all 14 atoms, in Å:
N1 1.03955 -0.63849 -0.28548  -0.185
C1 -1.19140 -0.74642 0.60622  -0.031
C2 -0.08575 0.04870 0.23440  1.124
N2 2.01524 0.18340 -0.90477  -0.616
C3 0.04231 1.09828 1.13136  -1.228
O1 -1.27719 0.51214 -1.14631  -0.731
N3 -1.91479 -1.50850 1.17360  -0.357
H1 -1.19256 -0.04793 -1.93439  0.271
H2 0.78600 -1.39476 -0.90423  0.283
H3 1.54997 0.96519 -1.36572  0.309
H4 2.63249 0.54850 -0.18898  0.268
H5 -2.58284 -2.14450 0.75172  0.327
H6 1.01304 1.52918 1.32129  0.236
H7 -0.83406 1.59522 1.51129  0.330

Forces on atoms 1 to 6 (eV/Å):
N -0.206 0.175 0.076
C -0.445 -0.967 0.111
C 0.664 0.542 1.504
N -0.231 -0.092 0.035
C 0.119 -0.208 -0.632
O -0.362 -0.429 -0.288

The value obtained for the HOMO energy (alpha / beta) is -0.277 / -0.277 Eh. The value obtained for the orbital gap (alpha / beta) is 7.60 / 7.60 eV.

***

9.
Formula: C3H7N3O
Source: OMol25
Level of theory: the ωB97M-V functional and the def2-TZVPD basis

Last column: Mulliken charge in e.
Positions of all 14 atoms, in Å:
C1 1.41048 -0.81267 -0.57679  -0.692
N1 -0.00722 -1.02173 -0.54466  -0.384
C2 -0.91665 -0.33827 0.32093  0.930
C3 0.04209 1.97975 -0.04575  -0.336
O1 -2.23418 -0.71818 0.14348  -0.533
N2 -0.65334 0.98067 -0.37511  -0.431
N3 -0.29391 -0.69444 1.46425  -0.597
H1 -2.43181 -0.66731 -0.80081  0.309
H2 -0.95269 -1.19283 2.06107  0.276
H3 1.89730 -1.75838 -0.32022  0.281
H4 1.77092 -0.03944 0.10827  0.296
H5 1.68888 -0.59131 -1.61022  0.303
H6 0.20536 2.26276 0.99552  0.295
H7 0.47476 2.61138 -0.81997  0.283

Forces on atoms 1 to 6 (eV/Å):
C -0.094 0.160 0.420
N -0.083 -2.580 -0.056
C 0.794 2.551 -2.543
C -0.462 -0.420 0.877
O 0.331 0.033 0.372
N -0.538 0.134 -0.306

The value obtained for the HOMO energy (alpha / beta) is -0.347 / -0.348 Eh. The value obtained for the orbital gap (alpha / beta) is 8.94 / 8.56 eV.

***

10.
Formula: C3H7N3O
Source: OMol25
Level of theory: the ωB97M-V functional and the def2-TZVPD basis

Last column: Mulliken charge in e.
Positions of all 14 atoms, in Å:
C1 -0.27078 0.60088 -0.00319  -0.038
N1 0.02949 -0.66736 0.70039  -0.099
N2 -0.29711 1.72997 0.88331  -0.669
C2 -0.53265 -1.82414 0.38016  0.124
C3 0.76142 0.81291 -1.09623  -0.033
N3 0.77373 0.28918 -2.23995  -0.638
O1 -1.43205 -2.20966 -0.29029  -0.476
H1 0.78566 -1.32710 1.33495  0.299
H2 -1.26086 0.48049 -0.45787  0.436
H3 0.59628 1.86095 1.34537  0.238
H4 -1.01248 1.63209 1.59359  0.273
H5 -0.01783 -0.33613 -2.40237  0.268
H6 0.29390 -2.52313 1.09369  0.003
H7 1.58328 1.48106 -0.84157  0.310

Forces on atoms 1 to 6 (eV/Å):
C 0.442 0.217 0.546
N 1.637 -1.521 1.401
N 0.005 0.226 -0.065
C 1.346 -2.844 1.553
C -0.046 0.052 -0.045
N 0.066 -0.088 -0.106

The value obtained for the HOMO energy is -0.364 Eh. The value obtained for the orbital gap is 10.57 eV.

***

11.
Formula: C3H7N3O2
Source: OMol25
Level of theory: the ωB97M-V functional and the def2-TZVPD basis

Last column: Mulliken charge in e.
Positions of all 15 atoms, in Å:
C1 0.12635 -0.39166 -0.52849  0.606
C2 -2.09689 -0.23169 0.67469  -1.118
C3 -0.66385 0.20879 0.67152  -0.505
N1 4.27326 -0.04847 -2.26002  -0.866
N2 3.36026 0.14713 -1.45844  0.900
N3 2.24452 -0.41685 -1.53529  -0.551
O1 -0.29007 -1.07592 -1.40595  -0.499
O2 1.38163 0.15022 -0.47591  -0.203
H1 -2.62297 0.20091 1.62425  0.273
H2 -2.47298 -0.02345 -0.29369  0.329
H3 -2.39076 -1.26355 0.68723  0.338
H4 -0.44164 1.24159 0.55286  0.314
H5 -0.27805 -0.01518 1.58510  0.391
H6 3.99866 -0.69168 -2.99554  0.277
H7 3.77238 0.73134 -0.66075  0.315

Forces on atoms 1 to 6 (eV/Å):
C -0.210 0.787 1.083
C -1.268 1.146 1.612
C -0.072 -1.520 -2.717
N 3.032 -0.116 -1.769
N 0.779 1.072 2.261
N -2.757 0.105 1.073

The value obtained for the HOMO energy is -0.333 Eh. The value obtained for the orbital gap is 9.75 eV.

***

12.
Formula: C3H7N3O2
Source: OMol25
Level of theory: the ωB97M-V functional and the def2-TZVPD basis

Last column: Mulliken charge in e.
Positions of all 15 atoms, in Å:
C1 0.36660 0.30874 -1.02677  -0.422
C2 -0.65702 -0.59740 0.80109  -0.555
C3 0.97152 1.13239 1.12730  -0.964
N1 0.61682 0.01110 0.38925  -0.075
N2 -0.65043 -0.39745 -1.68790  -0.698
N3 -1.00466 -1.53015 -1.34195  1.133
O1 -0.78256 -1.82847 0.09521  -0.402
O2 -1.50647 -2.39709 -1.96353  -0.648
H1 -0.12947 1.29385 -1.12123  0.407
H2 1.38947 0.48205 -1.54180  0.373
H3 -1.52600 0.04080 0.67504  0.427
H4 -0.57113 -0.93888 1.81085  0.458
H5 1.87570 0.88189 1.84415  0.257
H6 1.45715 1.94409 0.38099  0.316
H7 0.15047 1.59453 1.55931  0.392

Forces on atoms 1 to 6 (eV/Å):
C 1.109 3.085 0.702
C 1.622 -1.054 0.027
C 5.391 1.996 -0.742
N -2.031 -2.467 -1.943
N 0.186 -1.380 -2.133
N 1.442 0.652 1.995

The value obtained for the HOMO energy is -0.343 Eh. The value obtained for the orbital gap is 10.06 eV.

***

What are the largest force on an atom values for these records? In order: 0.42; 0.72; 1.82; 2.00; 0.59; 2.54; 0.42; 1.73; 3.69; 4.89; 3.51; 5.80 eV Å⁻¹.
What are the electronic energy values for these records? In order: -9742.9008; -9740.0659; -9740.1012; -9740.5956; -9739.4564; -9737.4738; -9742.1445; -9736.5315; -9737.1051; -9739.5916; -11785.2644; -11784.0965 eV.
What are the energy relative to the best compared isomer or geometry (same formula, charge and spin) values for these records? In order: 12.79; 286.31; 282.90; 235.21; 345.12; 536.41; 85.76; 627.33; 571.99; 332.07; 583.61; 696.30 kJ/mol.